(1)
The molecule C4H6N2, computed with ωB97M-V/def2-TZVPD.

Geometry as ORCA input:
```
! wB97M-V def2-TZVPD RIJCOSX def2/J DEFGRID3
* xyz 0 1
C -1.9801 -0.4674 0.1173
C -0.5279 -0.1218 0.0146
C -0.0804 1.2301 -0.5328
N 1.2234 1.0825 -0.3841
C 1.6563 -0.2179 0.1729
N 0.4210 -0.9253 0.3414
H -2.5348 0.4764 0.1211
H -2.2118 -1.0632 1.0106
H -2.2574 -1.0466 -0.7733
H 2.1127 -0.0859 1.1629
H 1.8692 1.7843 -0.7227
H 2.3780 -0.7765 -0.4486
*
```

Results
Frontier orbital gap   9.21 eV
DFT total energy   -7223.3740 eV
Highest occupied orbital energy   -8.71 eV
ΔE to the lowest compared entry with this formula, charge and spin   213.9 kJ/mol



(2)
C4H6N2 as an isolated structure, computed with ωB97M-V/def2-TZVPD.

Geometry as ORCA input:
```
! wB97M-V def2-TZVPD RIJCOSX def2/J DEFGRID3
* xyz 0 1
N 3.1759 0.1204 -0.1378
C 2.0362 -0.0194 0.0043
C 0.5950 -0.2044 0.2246
C -0.3747 1.0120 0.2213
C -1.3623 -0.0604 -0.2910
N -0.2028 -0.7258 -0.8941
H 0.4541 -0.7721 1.1613
H -0.6741 1.4320 1.1756
H 0.0109 1.7858 -0.4560
H -2.3412 -0.0193 -0.7440
H -1.7946 -0.5351 0.6438
H -0.2043 -1.7174 -1.1115
*
```

Results
Frontier orbital gap   10.64 eV
DFT total energy   -7223.4318 eV
Highest occupied orbital energy   -9.80 eV
ΔE to the lowest compared entry with this formula, charge and spin   208.3 kJ/mol



(3)
The molecule C4H6N2, computed with ωB97M-V/def2-TZVPD.

Geometry as ORCA input:
```
! wB97M-V def2-TZVPD RIJCOSX def2/J DEFGRID3
* xyz 0 1
C 0.9551 1.8157 -0.0687
C 0.7308 0.5238 -0.2528
C -0.4975 -0.1701 0.0376
C -0.4492 -1.6800 -0.0647
N -1.8771 0.5937 -0.2294
N -1.4329 0.4986 0.9013
H 1.8332 2.4240 -0.4556
H 0.4494 2.3245 0.6937
H 1.4439 -0.0463 -0.7358
H -0.4528 -2.0388 -1.0132
H -1.1612 -2.2585 0.6981
H 0.4584 -1.9867 0.4896
*
```

Results
Frontier orbital gap   9.67 eV
DFT total energy   -7221.8191 eV
Highest occupied orbital energy   -8.84 eV
ΔE to the lowest compared entry with this formula, charge and spin   363.9 kJ/mol
SMILES   C=CC1(C)N=N1



(4)
A 2-piece molecular cluster, C4H6N2 overall, computed with ωB97M-V/def2-TZVPD.

Geometry as ORCA input:
```
! wB97M-V def2-TZVPD RIJCOSX def2/J DEFGRID3
* xyz 0 1
C 0.9729 -0.4500 -1.1030
C 0.3367 -0.5466 0.2310
C -0.6547 1.3442 0.6032
N -1.9958 -0.5458 -0.4124
N 0.5225 -1.2715 1.1957
C -1.5719 0.4529 0.0612
H -0.0411 -1.3361 2.0304
H 1.9419 0.0386 -0.9823
H 1.1237 -1.4568 -1.4985
H 0.3645 0.1292 -1.7898
H -0.6436 1.4600 1.6803
H -0.3550 2.1820 -0.0158
*
```

Results
Frontier orbital gap   8.72 eV
DFT total energy   -7221.8643 eV
Highest occupied orbital energy   -8.24 eV
ΔE to the lowest compared entry with this formula, charge and spin   359.6 kJ/mol



(5)
The molecule C4H6N2, computed with ωB97M-V/def2-TZVPD.

Geometry as ORCA input:
```
! wB97M-V def2-TZVPD RIJCOSX def2/J DEFGRID3
* xyz 0 1
H 1.0876 1.1714 1.3722
N 0.1097 1.1604 1.6516
C -0.8024 0.5322 1.0583
C -0.7317 -0.6450 0.1219
C 0.3164 -0.6249 -1.0334
C 1.3549 0.4654 -0.8412
N 2.2174 1.2134 -0.7270
H -1.8204 0.7554 1.4202
H -0.7703 -1.5007 0.6661
H -1.6299 -0.7412 -0.4613
H -0.1342 -0.2478 -1.9147
H 0.8028 -1.5387 -1.3127
*
```

Results
Frontier orbital gap   10.21 eV
DFT total energy   -7223.7720 eV
Highest occupied orbital energy   -9.59 eV
ΔE to the lowest compared entry with this formula, charge and spin   175.5 kJ/mol
SMILES   [H]/N=C\CCC#N



(6)
The molecule C4H6N2, computed with ωB97M-V/def2-TZVPD.

Geometry as ORCA input:
```
! wB97M-V def2-TZVPD RIJCOSX def2/J DEFGRID3
* xyz 0 1
C -1.6632 -0.3269 0.0679
C -0.2263 0.0263 0.0874
C 0.3370 1.2487 0.4674
N 1.6668 1.2777 0.4112
N 1.9517 -0.0264 -0.2309
C 0.8130 -0.7291 -0.3543
H -2.0484 -0.3217 -0.9559
H -1.8024 -1.3208 0.4995
H -2.2351 0.3839 0.6691
H -0.3376 2.1091 0.5264
H 2.7997 -0.5837 -0.4419
H 0.7448 -1.7371 -0.7460
*
```

Results
Frontier orbital gap   9.74 eV
DFT total energy   -7224.1399 eV
Highest occupied orbital energy   -8.79 eV
ΔE to the lowest compared entry with this formula, charge and spin   140.0 kJ/mol
SMILES   Cc1cn[nH]c1



Per-record maximum force, hartree/bohr: 0.0199, 0.0374, 0.1170, 0.0701, 0.0729, 0.0553